Computed, not measured: a molecular structure, C47H57N2P2RhSSb in a non-equilibrium geometry, with ωB97M-V/def2-TZVPD.

As for the energy above the lowest of the compared OMol25 structures with the same formula, charge and spin: 78.9 kJ/mol. Its expectation value of S² is 6.02. The calculation puts the frontier orbital gap (alpha / beta) at 0.305 / 0.185 Eh. The HOMO energy (alpha / beta) is -15.744 / -15.987 eV. The charge is +3. As for the multiplicity: 5.

Cartesian coordinates (Å):
Rh -0.8963 0.2324 -0.3303
C 5.9701 2.7269 1.3683
C 4.7207 3.1993 1.7471
C 3.5796 2.5244 1.3436
C 3.6941 1.3887 0.5519
C 4.9378 0.9096 0.1668
C 6.0768 1.5888 0.5844
Sb 1.8786 0.6099 -0.3561
C 2.8323 -0.8028 -1.6597
C 2.8039 -0.6126 -3.0340
C 3.5485 -1.4517 -3.8522
C 4.2837 -2.4896 -3.3002
C 4.3035 -2.6775 -1.9234
C 3.5763 -1.8342 -1.0964
C 1.7090 2.4198 -1.5036
C 2.6762 2.7100 -2.4581
C 2.6088 3.9159 -3.1424
C 1.6096 4.8343 -2.8465
C 0.6649 4.5496 -1.8717
C 0.7059 3.3332 -1.2008
H 6.8613 3.2566 1.6774
H 4.6287 4.0998 2.3394
H 2.6088 2.9055 1.6273
H 5.0471 0.0432 -0.4657
H 7.0479 1.2220 0.2797
H 2.2412 0.2061 -3.4692
H 3.5496 -1.2881 -4.9224
H 4.8586 -3.1488 -3.9370
H 4.9080 -3.4662 -1.4944
H 3.6167 -1.9638 -0.0224
H 3.4828 2.0148 -2.6595
H 3.3530 4.1424 -3.8948
H 1.5798 5.7839 -3.3641
H -0.0951 5.2818 -1.6266
H -0.0311 3.1086 -0.4365
C -0.7524 1.5827 -4.1583
C -2.0746 0.9886 -3.6797
P -2.4533 1.3018 -1.9116
C -4.1039 0.5299 -1.7016
C -4.0737 -0.9963 -1.6955
C -2.7784 3.1033 -1.7435
C -3.8968 3.6208 -2.6502
H -0.5519 1.2734 -5.1834
H 0.0817 1.2574 -3.5338
H -0.7758 2.6721 -4.1404
H -2.0816 -0.0969 -3.8100
H -2.9097 1.3835 -4.2619
H -4.7276 0.8909 -2.5204
H -4.5223 0.9000 -0.7624
H -3.7660 -1.4057 -2.6581
H -5.0653 -1.3866 -1.4706
H -3.3881 -1.3560 -0.9273
H -1.8454 3.6245 -1.9625
H -3.0230 3.2877 -0.6953
H -3.6647 3.4832 -3.7057
H -4.0149 4.6904 -2.4805
H -4.8542 3.1511 -2.4340
C 0.3686 2.0163 4.7407
N -0.4401 2.4323 3.5937
C 0.0732 3.6029 2.8865
C -1.4153 1.6818 3.0725
S -1.6654 1.7643 1.3372
N -2.2231 0.9520 3.8275
C -3.2174 0.0347 3.2701
C -2.3704 1.1765 5.2684
H 1.4180 2.0216 4.4407
H 0.1141 1.0091 5.0538
H 0.2494 2.6974 5.5836
H 0.4479 4.3109 3.6236
H -0.7133 4.0882 2.3159
H 0.8882 3.3371 2.2120
H -2.9236 -0.3353 2.2931
H -4.1837 0.5356 3.1818
H -3.3313 -0.8114 3.9468
H -2.0119 2.1613 5.5511
H -1.8508 0.4106 5.8453
H -3.4297 1.1171 5.5131
C -4.0153 -5.2437 2.0537
C -4.1173 -4.7331 0.7658
C -3.2509 -3.7422 0.3415
C -2.2629 -3.2547 1.2046
C -2.1595 -3.7724 2.4965
C -3.0270 -4.7734 2.9061
P -1.0678 -2.0561 0.5259
C -0.5528 -2.8826 -1.0063
C -0.4218 -2.0911 -2.1452
C -0.1449 -2.6548 -3.3772
C 0.0356 -4.0275 -3.4613
C -0.0723 -4.8250 -2.3274
C -0.3838 -4.2635 -1.0999
C 0.3168 -2.0915 1.7042
C 0.1747 -1.3986 2.9113
C 1.1458 -1.5070 3.8916
C 2.2770 -2.2824 3.6643
C 2.4322 -2.9491 2.4575
C 1.4578 -2.8565 1.4737
H -4.7028 -6.0078 2.3903
H -4.8679 -5.1076 0.0826
H -3.3265 -3.3692 -0.6712
H -1.3944 -3.4255 3.1749
H -2.9169 -5.1923 3.8976
H -0.5810 -1.0032 -2.0257
H -0.0795 -2.0404 -4.2657
H 0.2535 -4.4848 -4.4174
H 0.0640 -5.8957 -2.4041
H -0.5035 -4.8910 -0.2255
H -0.7193 -0.8089 3.0861
H 1.0225 -1.0016 4.8410
H 3.0311 -2.3822 4.4337
H 3.3129 -3.5560 2.2890
H 1.5615 -3.4039 0.5468

Forces on the atoms, in the same order (eV/Å):
Rh -0.6200 0.6718 1.1868
C 0.0801 0.0382 0.0139
C -0.1062 -0.0033 -0.0665
C -0.0136 -0.0159 0.1045
C -0.5673 -0.2683 0.3394
C -0.0080 -0.1152 0.0370
C -0.0255 0.0359 -0.0462
Sb 1.7046 0.7905 -0.8193
C -0.5010 0.2412 0.3211
C -0.0575 0.0903 -0.0807
C -0.1042 0.0249 -0.1082
C 0.0587 -0.0179 0.0383
C 0.0391 -0.0031 0.0380
C -0.0728 -0.0921 0.0044
C -0.3531 -0.5042 0.1760
C -0.0045 0.0219 -0.0684
C 0.1157 -0.0553 0.0192
C -0.0367 0.0605 0.0008
C 0.0129 0.0591 0.0284
C 0.0384 -0.0352 -0.0812
H 0.0044 -0.0278 0.0106
H 0.0381 -0.0095 0.0234
H 0.0493 0.0193 -0.0198
H -0.0034 -0.0608 -0.0026
H 0.0088 0.0264 0.0025
H -0.0145 -0.0880 -0.0402
H 0.0156 -0.0269 0.0135
H -0.0062 0.0250 -0.0217
H -0.0385 -0.0139 0.0037
H 0.0159 -0.0368 0.0179
H -0.0015 0.0656 -0.0371
H -0.0061 0.0329 0.0130
H -0.0067 -0.0186 -0.0214
H 0.0118 0.0030 -0.0032
H 0.0265 0.0680 -0.0159
C -0.0516 0.0082 0.0269
C 0.2331 -0.0296 0.2207
P -0.5439 0.0519 -0.5708
C 0.2301 -0.1660 0.1618
C 0.0133 0.1313 -0.0105
C 0.2051 -0.1598 0.0255
C 0.0077 -0.0253 -0.0170
H -0.0087 0.0118 0.0026
H 0.0425 -0.0029 0.0042
H 0.0458 0.0261 0.0270
H -0.0365 -0.0008 0.0073
H -0.0650 -0.0228 0.0471
H -0.0255 0.0962 0.0320
H -0.0148 0.0852 -0.0389
H 0.0374 -0.0147 0.0111
H 0.0050 -0.0270 -0.0039
H -0.0641 0.0037 -0.0249
H -0.0027 -0.0388 0.0519
H 0.0505 -0.0137 0.0228
H -0.0200 -0.0032 -0.0027
H 0.0027 0.0017 -0.0128
H -0.0109 0.0063 -0.0149
C 0.0788 -0.0113 0.2312
N -0.0617 -0.1211 -0.0993
C 0.0795 0.0966 -0.1405
C 0.0579 -0.0835 0.2445
S -0.0408 -0.1695 -0.5703
N 0.0801 0.0879 -0.1116
C -0.1726 -0.1414 -0.0103
C -0.1346 -0.0086 0.2585
H -0.0242 0.0159 -0.0588
H -0.0191 0.0642 -0.0489
H -0.0208 -0.0009 -0.0216
H -0.0115 -0.0426 0.0393
H -0.0241 0.0023 0.0368
H -0.0794 0.0017 0.0395
H 0.0692 0.0135 0.0017
H 0.0394 0.0346 0.0176
H 0.0524 0.0138 0.0117
H 0.0065 -0.0078 -0.0643
H 0.0016 0.0251 -0.0144
H -0.0087 0.0100 -0.0676
C 0.0242 0.0228 0.0017
C -0.0589 0.0488 -0.0662
C 0.0258 0.0232 0.0427
C -0.1790 0.4242 -0.0770
C 0.0135 0.1000 -0.0996
C -0.0044 0.0018 0.1117
P 0.4107 -1.1286 -0.0037
C -0.0530 0.2293 0.1179
C -0.1122 -0.0031 0.3147
C 0.0611 0.1447 -0.1167
C 0.0157 -0.0246 -0.0219
C -0.0093 -0.0829 0.0645
C 0.0281 0.0478 -0.0359
C -0.1337 0.2363 -0.1367
C -0.0147 0.0226 -0.0655
C -0.0060 0.0528 0.0101
C 0.0129 -0.0225 0.0224
C 0.0838 -0.0056 -0.0449
C -0.0444 -0.0384 0.0057
H 0.0361 -0.0408 -0.0176
H -0.0191 -0.0205 0.0444
H 0.0097 -0.1012 0.0065
H 0.0658 -0.0027 0.0322
H -0.0518 0.0080 0.0037
H 0.1199 -0.3600 -0.6180
H 0.0516 0.0110 0.0016
H -0.0120 0.0159 -0.0038
H 0.0134 0.0112 -0.0204
H -0.0213 -0.0274 -0.0085
H 0.1060 -0.0820 0.0286
H 0.0307 -0.0511 -0.0146
H -0.0002 0.0300 -0.0025
H -0.0276 -0.0160 0.0002
H 0.0684 -0.0020 -0.0329

Computed, not measured: a molecular structure, C25H25ClCrN3O10P2S in a non-equilibrium geometry, with ωB97M-V/def2-TZVPD.

As for the energy above the lowest of the compared OMol25 structures with the same formula, charge and spin: 125.3 kJ/mol. Its expectation value of S² is 0.79. The calculation puts the frontier orbital gap (alpha / beta) at 0.258 / 0.267 Eh. The HOMO energy (alpha / beta) is -7.946 / -8.075 eV. The charge is 0. As for the multiplicity: 2.

Cartesian coordinates (Å):
Cr -0.6559 -1.1132 0.1365
N 1.4471 -4.5768 -0.9271
C 1.6274 -3.4102 -1.8718
C 2.6693 -3.6809 -2.9395
P 1.9795 -1.9111 -0.8513
O 3.4630 -2.3159 -0.3836
O 1.8538 -0.7338 -1.7343
O 1.0067 -2.1548 0.3207
P -0.0979 -3.1825 -2.5903
O -0.6060 -1.7001 -1.9693
O -0.1232 -3.0532 -4.0530
O -0.8428 -4.2437 -1.8242
H 1.6623 -4.2896 0.0260
H 1.9812 -5.3947 -1.2000
H 0.3499 -4.7356 -1.0463
H 3.6614 -3.7920 -2.4999
H 2.6867 -2.8398 -3.6301
H 2.4149 -4.5719 -3.5182
H 3.7667 -1.6302 0.2400
H -0.2088 -1.0277 -2.5518
Cl -3.7098 -3.5548 6.2935
C -2.9227 -2.7299 4.9876
C -2.3232 -1.4789 5.2200
C -1.6815 -0.8195 4.2084
C -1.5917 -1.3741 2.9066
O -0.9465 -0.7251 1.9961
C -2.2311 -2.6267 2.6835
C -2.2254 -3.2203 1.3956
O -1.7029 -2.7497 0.3750
C -2.8849 -3.2887 3.7448
H -2.3694 -1.0477 6.2110
H -1.2104 0.1415 4.3676
H -2.7529 -4.1769 1.2909
H -3.3498 -4.2495 3.5590
C 4.1111 5.6664 -2.1825
C 3.4583 4.5595 -1.4011
C 3.3412 4.6298 -0.0167
C 2.7203 3.6154 0.6942
C 2.2149 2.5157 0.0193
C 2.3273 2.4192 -1.3592
C 2.9487 3.4405 -2.0577
S 1.4609 1.2357 1.0108
O 1.0779 1.8602 2.2491
O 2.4347 0.1816 1.1502
N 0.1090 0.7433 0.1926
C -0.8852 1.7162 0.1935
C -0.7808 3.0642 0.5119
C -1.8916 3.9151 0.4108
C -3.1086 3.4799 -0.0359
C -3.2684 2.1213 -0.3656
C -4.4645 1.5542 -0.8515
C -4.5199 0.2122 -1.1165
C -3.4049 -0.5863 -0.8476
N -2.2699 -0.0899 -0.3925
C -2.1682 1.2498 -0.1982
H 4.4501 6.4652 -1.5251
H 3.4074 6.0847 -2.9038
H 4.9700 5.2909 -2.7407
H 3.7392 5.4845 0.5166
H 2.6092 3.6662 1.7699
H 1.9478 1.5434 -1.8638
H 3.0428 3.3654 -3.1346
H 0.1555 3.4637 0.8614
H -1.7729 4.9521 0.6984
H -3.9538 4.1503 -0.1230
H -5.3268 2.1883 -1.0159
H -5.4159 -0.2438 -1.5126
H -3.4282 -1.6569 -1.0068

Forces on the atoms, in the same order (eV/Å):
Cr 0.4600 0.1216 0.8573
N -0.4845 0.0779 -0.0514
C -0.0763 0.5520 -0.0139
C -0.0075 -0.0860 -0.0440
P 0.1334 -1.3128 -0.6809
O -0.2261 0.7686 0.4878
O 0.3121 0.1235 0.2501
O 0.3393 0.4537 -0.3960
P -0.3287 -0.5084 -0.0413
O -0.1651 -0.2012 0.2611
O 0.2490 0.1663 0.0428
O -0.0511 0.1105 -0.0538
H 0.0124 -0.1196 0.0666
H 0.0962 0.0089 -0.0058
H 0.4013 0.0136 -0.0004
H 0.0011 -0.0205 0.0002
H 0.0075 -0.0195 -0.0003
H 0.0097 0.0242 -0.0271
H 0.1212 -0.1662 -0.0268
H -0.0174 0.0959 0.2496
Cl -0.0507 -0.0259 0.0932
C -0.0109 -0.0659 -0.1280
C 0.0481 -0.0230 -0.1146
C 0.0759 0.1389 -0.0563
C -0.2003 -0.4292 0.1670
O -0.1293 -0.1947 -0.6591
C 0.2807 0.3590 0.1905
C -0.0745 -0.1823 -0.0496
O -0.1273 -0.1432 0.3144
C -0.0473 -0.0578 -0.0043
H -0.0056 0.0053 0.0014
H 0.0176 -0.0094 0.0185
H 0.0078 -0.0069 -0.0789
H -0.0195 0.0068 0.0298
C -0.0353 -0.0780 0.0045
C 0.0092 0.0205 0.0220
C 0.0108 -0.0445 -0.0330
C 0.0006 -0.0618 0.1161
C -0.1163 -0.0854 -0.0160
C -0.0089 -0.1120 0.0189
C -0.0075 -0.0010 0.0402
S 0.2770 -0.0791 0.4379
O -0.0682 0.1184 0.1312
O -0.2516 -0.4667 -0.6450
N 0.7783 0.3544 0.1544
C -0.2933 0.6028 -0.1147
C -0.0236 -0.3726 -0.1027
C -0.1868 0.0765 -0.0419
C -0.0545 0.1565 0.0220
C 0.1365 -0.2236 0.0372
C 0.1110 -0.0952 0.0199
C -0.1928 0.1077 -0.0086
C 0.2306 -0.2242 0.0366
N -0.8027 0.3676 -0.5056
C 0.0295 0.3338 0.0419
H 0.0065 0.0198 -0.0211
H 0.0350 0.0472 -0.0099
H 0.0091 0.0235 -0.0055
H -0.0059 0.0269 -0.0254
H 0.0253 0.0516 -0.0201
H -0.0268 -0.0822 -0.0499
H -0.0165 0.0102 -0.0114
H -0.1960 0.1376 -0.0127
H 0.0397 0.0073 -0.0387
H 0.0224 0.0199 -0.0152
H 0.0016 0.0150 -0.0054
H 0.0075 -0.0295 0.0252
H 0.0049 0.0043 -0.0230

Computed, not measured: a molecular structure, C5H7N, with ωB97M-V/def2-TZVPD.

As for the energy above the lowest of the compared OMol25 structures with the same formula, charge and spin: 563.2 kJ/mol. The calculation puts the frontier orbital gap at 0.356 Eh. The HOMO energy is -8.528 eV. The charge is 0.

Cartesian coordinates (Å):
C -0.4790 0.5428 -1.2603
C -0.2629 -0.7708 -0.5679
C 0.8487 0.2444 -0.6429
C 0.7518 0.3945 0.9209
N -0.3563 0.9975 1.4974
C -0.3530 -0.6320 0.9790
H -0.5242 0.4911 -2.3464
H -1.1133 1.2989 -0.8035
H -0.3704 -1.7307 -1.0647
H 1.7762 0.1886 -1.2066
H 1.6474 0.2394 1.5256
H -1.2670 0.1353 1.2511
H -0.2956 -1.4360 1.7076

Forces on the atoms, in the same order (eV/Å):
C -0.1200 0.1086 -0.0414
C -0.1528 -0.1742 -0.0819
C 0.2006 0.0655 -0.0668
C 0.2573 0.1051 0.1301
N 0.1687 0.0597 -0.1803
C -0.0290 -0.4312 0.0087
H 0.0601 -0.0393 0.2473
H 0.0982 -0.1441 -0.0551
H 0.0454 0.2232 0.1238
H -0.2115 0.0242 0.1611
H -0.1427 0.0350 -0.1235
H -0.1221 -0.0450 0.0524
H -0.0522 0.2124 -0.1745

Computed, not measured: a molecular structure, C8H21CeF5IO2P2Te in a non-equilibrium geometry, with ωB97M-V/def2-TZVPD.

Its expectation value of S² is 0.94. The calculation puts the frontier orbital gap (alpha / beta) at 0.225 / 0.218 Eh. The HOMO energy (alpha / beta) is -15.217 / -15.263 eV. The charge is +2. As for the multiplicity: 2.

Cartesian coordinates (Å):
C 0.4765 0.5915 -2.1837
I 2.7415 0.4010 -0.5787
H 1.3428 0.5208 -2.8441
H -0.0918 1.4719 -2.5226
H -0.1466 -0.2952 -2.4140
Ce -0.2296 0.2513 0.1882
P 0.1841 3.2851 -0.4960
C -1.0734 4.3353 0.3215
C 1.7015 3.9133 0.3136
H 1.9201 4.9123 -0.0800
H 0.7645 5.1483 -1.9378
H 2.5296 3.2304 0.0858
H 1.0057 3.5767 -2.7469
H -1.3971 3.8438 1.2484
H 1.5451 3.9556 1.3974
C 0.3340 4.1527 -2.1021
H -0.6166 5.3070 0.5578
H -0.6444 4.2469 -2.5868
H -1.9357 4.4766 -0.3415
P 0.2587 -3.4091 -0.2438
C -1.1559 -4.3011 0.3666
C 0.6622 -3.8125 -1.9310
H 2.4513 -2.8968 0.5470
H 2.0704 -4.6618 0.6121
H 1.3905 -3.5559 1.8411
C 1.6869 -3.6496 0.7887
H 1.5326 -3.2277 -2.2477
H 0.8864 -4.8813 -2.0239
H -1.0393 -5.3732 0.1820
H -2.0400 -3.9708 -0.1948
H -0.1769 -3.5494 -2.5858
H -1.3399 -4.1470 1.4397
C -2.4706 1.5628 -0.5397
O -3.5748 1.8877 -0.4559
F -0.0467 1.3578 1.9559
Te -0.8737 -1.6140 3.9052
F -1.6997 -3.2734 3.4825
F -2.4188 -0.6487 4.3549
F -0.9120 -2.2680 5.7183
F -1.5004 -0.9895 1.9534
O -0.1006 -1.9037 -0.2036

Forces on the atoms, in the same order (eV/Å):
C 0.7586 -0.0478 -2.4904
I -0.5863 -0.0963 -0.4183
H -0.3030 0.0084 -0.0477
H 0.3986 0.0196 0.8065
H 0.4216 -0.1836 0.7525
Ce -0.3967 0.8701 1.8497
P 0.0261 1.2266 0.3011
C -0.0765 -0.2076 0.1586
C 0.1788 -0.4955 0.1107
H -0.0207 -0.2028 0.1961
H -0.1998 -0.2383 -0.0694
H -0.0792 0.4517 0.1818
H -0.0538 0.2475 -0.1029
H 0.0227 0.2829 -0.1237
H 0.1255 -0.0580 -0.2055
C -0.0469 -0.5035 -0.1988
H -0.2804 -0.2340 -0.0705
H 0.2181 -0.0200 0.0031
H 0.1471 0.0457 0.2103
P -0.2986 0.7163 -0.0358
C -0.2383 -0.5053 -0.1380
C -0.0478 -0.2858 -0.1461
H -0.1961 -0.3166 0.0060
H 0.1266 0.2036 0.1953
H 0.1414 -0.0801 -0.2003
C 0.1021 -0.2855 0.1041
H -0.0552 -0.1196 0.1512
H -0.0342 0.1831 -0.1050
H 0.0240 0.0418 0.0748
H 0.2062 -0.0076 0.1110
H 0.0801 -0.1662 0.1657
H 0.2107 0.0748 -0.4028
C -5.0233 1.0583 0.4715
O 4.3637 -1.0182 -0.4976
F 0.1437 -0.5359 -0.4647
Te -2.9068 -0.7882 1.4883
F 0.7790 1.5690 -0.0160
F 1.3522 -0.7500 -0.4499
F 0.2866 0.7188 -1.7156
F 0.5125 -0.3723 0.7388
O 0.2178 -0.1998 -0.1782

Look up the charge of the second one.
0